1.
{
  "formula": "C19H42F6N2NbO8S2",
  "method": "the ωB97M-V functional and the def2-TZVPD basis",
  "symbols": ["H", "C", "H", "C", "C", "O", "H", "H", "H", "S", "H", "F", "O", "H", "C", "C", "H", "C", "H", "H", "H", "H", "O", "O", "H", "H", "F", "N", "H", "H", "O", "C", "H", "H", "H", "C", "O", "Nb", "H", "H", "H", "C", "H", "H", "O", "C", "F", "H", "H", "H", "H", "H", "H", "C", "C", "H", "C", "H", "N", "C", "C", "C", "H", "O", "H", "F", "H", "H", "H", "H", "H", "S", "C", "C", "H", "F", "F", "H", "H", "C"],
  "xyz": [[0.07, 4.18, -1.54], [-4.60, 0.13, -3.37], [2.97, 3.79, -0.86], [-2.52, -2.08, 3.79], [5.43, 1.96, 4.76], [-2.93, -1.77, 2.47], [-0.75, 0.51, 1.87], [-5.00, 0.47, -6.10], [-4.35, -3.46, 0.22], [0.63, 2.28, 2.50], [-1.43, -2.20, 3.85], [5.88, -2.18, 1.93], [0.77, 3.03, 3.74], [1.68, 4.11, 0.25], [1.10, 4.03, -1.80], [-2.07, -4.85, 2.19], [3.75, 3.17, 1.57], [-0.82, 1.99, -2.40], [1.50, 5.00, -2.08], [-2.42, -1.81, 0.54], [-1.09, 1.03, 3.52], [-2.81, -1.24, 4.43], [-4.08, -1.38, -6.15], [-0.15, 2.98, 1.49], [-5.37, -2.95, -6.27], [-6.11, -1.44, -5.69], [3.60, 3.30, 4.19], [-2.32, -0.30, -4.09], [5.93, 1.99, 3.79], [2.58, 0.41, 4.16], [1.26, 3.21, -2.96], [3.41, 0.93, 3.69], [2.21, -0.12, 1.28], [-0.75, 0.93, -2.24], [-0.83, 2.49, -1.45], [4.84, -1.27, -0.01], [5.29, 1.20, -0.76], [2.92, 1.55, 1.58], [-1.78, 2.17, -2.86], [-3.01, -2.98, 4.17], [0.90, 1.64, -0.32], [1.94, 3.54, -0.62], [5.71, 1.04, 5.25], [0.35, 0.01, 3.18], [0.14, 2.15, -4.55], [-2.58, -3.85, 1.16], [5.89, -1.59, -0.80], [-5.59, 0.45, -3.69], [3.50, 1.89, 5.58], [-2.44, -1.30, -4.25], [-1.12, -2.29, 1.62], [-1.58, -0.03, -4.74], [-1.04, -4.63, 2.48], [0.21, 2.47, -3.37], [-0.31, 0.78, 2.82], [2.46, 1.47, -1.12], [-2.20, -2.39, 1.44], [4.19, 0.18, 3.57], [-4.03, -4.03, 1.00], [3.94, 2.02, 4.60], [4.81, -2.30, 1.13], [1.90, 2.04, -0.38], [5.76, 2.81, 5.33], [6.16, 0.57, 1.42], [-2.09, -5.86, 1.78], [4.84, -3.54, 0.58], [-2.68, -4.85, 3.09], [-4.48, -3.62, 1.81], [-2.11, -4.11, 0.20], [-3.31, 0.41, -6.58], [-5.05, -2.40, -4.62], [5.03, 0.54, 0.51], [-5.21, -2.06, -5.65], [-4.03, 0.00, -5.87], [-4.65, -0.92, -3.08], [3.71, -2.21, 1.87], [3.69, -1.37, -0.73], [-3.36, 1.45, -4.48], [-4.33, 0.69, -2.47], [-3.56, 0.37, -4.46]],
  "molar_mass_da": 697.58,
  "homo_lumo_gap_ha": 0.2479,
  "lumo_energy_ev": 0.75,
  "fmax_ev_per_a": 2.02,
  "multiplicity": 1,
  "total_charge": -1
}

2.
{
  "formula": "C13H28N2O3",
  "method": "the ωB97M-V functional and the def2-TZVPD basis",
  "symbols": ["C", "H", "H", "H", "H", "C", "H", "C", "O", "H", "H", "C", "H", "H", "H", "N", "H", "H", "C", "H", "H", "C", "H", "H", "O", "N", "C", "H", "H", "H", "C", "C", "H", "C", "C", "H", "C", "H", "H", "H", "H", "H", "H", "C", "O", "H"],
  "xyz": [[-2.66, 0.43, -0.03], [0.97, 1.59, -1.04], [-1.32, 1.23, 1.48], [-3.63, 4.18, 0.44], [3.77, 1.79, -1.42], [4.71, 1.56, -0.93], [6.79, -0.11, -0.31], [3.50, 0.09, 0.70], [0.05, 1.55, -0.76], [-4.50, -2.53, -0.15], [5.51, 1.61, -1.67], [4.65, 0.17, -0.30], [-1.38, -0.53, 1.43], [-2.36, -2.95, 1.08], [-0.13, -0.50, -0.75], [-2.48, 2.81, -0.36], [-3.30, -4.71, -0.41], [1.19, 0.93, 1.62], [-3.29, 1.82, 0.06], [1.10, -0.84, 1.36], [-2.41, -4.02, -1.78], [-0.09, 0.34, -0.03], [6.17, 0.54, 1.20], [3.53, -0.88, 1.23], [2.27, 0.21, 0.01], [-2.84, 4.17, -0.21], [5.97, -0.16, 0.40], [5.94, -1.16, 0.82], [-3.64, -0.80, 1.45], [-1.51, 2.63, -0.60], [-2.41, -4.15, -0.70], [-3.70, -0.62, 0.38], [4.91, 2.32, -0.17], [-1.37, 0.37, 0.81], [-3.60, -1.95, -0.37], [-2.40, 0.28, -1.09], [-2.38, -2.79, 0.00], [-1.47, -2.27, -0.28], [4.46, -0.56, -1.08], [3.58, 0.89, 1.45], [-4.69, -0.20, 0.18], [-1.53, -4.74, -0.43], [-3.18, 4.52, -1.10], [1.15, 0.14, 0.85], [-4.42, 2.04, 0.46], [-3.59, -1.76, -1.45]],
  "molar_mass_da": 260.38,
  "de_lowest_kj_mol": 5.8,
  "smiles": "CCCC[C@H](C[C@@H](O)COCC(C)C)C(=O)NN",
  "homo_lumo_gap_ha": 0.3507,
  "lumo_energy_ev": 0.76,
  "fmax_ev_per_a": 0.82,
  "multiplicity": 1
}

3.
{
  "formula": "C36H99N9O9",
  "method": "the ωB97M-V functional and the def2-TZVPD basis",
  "symbols": ["H", "C", "H", "H", "H", "N", "O", "H", "N", "C", "N", "H", "H", "H", "C", "H", "H", "H", "H", "H", "N", "O", "C", "H", "C", "H", "H", "H", "H", "C", "C", "C", "H", "H", "C", "H", "H", "C", "H", "H", "H", "H", "H", "H", "H", "H", "H", "H", "H", "H", "H", "H", "N", "H", "C", "H", "C", "H", "H", "C", "H", "C", "H", "H", "C", "H", "C", "H", "H", "C", "H", "H", "C", "H", "H", "H", "C", "O", "H", "H", "N", "H", "H", "H", "H", "O", "H", "N", "O", "H", "H", "C", "N", "C", "H", "H", "C", "H", "O", "H", "N", "H", "H", "H", "O", "H", "H", "H", "C", "H", "C", "H", "H", "C", "C", "O", "H", "H", "H", "H", "H", "H", "H", "H", "H", "H", "C", "C", "C", "H", "C", "H", "H", "H", "H", "H", "C", "H", "H", "C", "C", "C", "H", "H", "C", "C", "H", "H", "H", "H", "H", "O", "H"],
  "xyz": [[3.54, -0.08, 4.82], [6.93, -2.33, -3.04], [-0.63, -4.63, -3.15], [4.27, 1.33, -3.06], [0.54, -2.14, -3.08], [4.16, 3.90, 1.92], [-0.06, 0.25, 5.46], [-3.13, -1.92, -1.28], [0.82, -3.06, -5.78], [-0.60, -2.47, 0.57], [-0.30, -0.87, 2.38], [0.00, -5.50, -4.51], [5.74, -0.32, -4.30], [1.61, 1.29, -3.86], [-1.67, -0.44, -4.70], [-1.31, -0.83, 2.52], [2.82, -0.05, -0.41], [4.38, 4.29, -2.76], [6.07, -1.06, -0.78], [-2.04, -6.91, 0.28], [0.86, -2.38, 4.99], [-0.37, -0.88, -4.33], [-2.83, -2.76, 3.25], [-4.18, -8.37, -0.71], [-4.20, -4.98, -1.32], [2.38, -1.82, 6.19], [2.03, 0.13, 3.91], [1.63, 0.53, 6.58], [-0.86, 1.95, 3.25], [3.62, 1.38, 1.69], [-1.79, 1.11, -1.23], [0.97, -0.31, 6.30], [-0.40, -3.24, 1.31], [-2.85, 1.11, -1.53], [1.82, 2.05, -3.11], [-1.21, -3.37, -5.25], [-6.03, -0.31, 0.69], [5.72, -0.65, -1.71], [2.65, 2.91, 3.72], [-2.54, -3.26, 2.36], [3.98, 1.01, 2.68], [-4.80, -2.69, -1.30], [7.74, -1.66, -3.30], [-1.70, -2.39, 0.51], [0.42, -0.36, -0.97], [4.93, 3.88, 1.23], [4.25, 1.12, 0.82], [2.82, 3.56, -4.31], [0.14, 4.22, 0.32], [0.57, -0.83, 7.18], [1.07, -4.63, -3.45], [-1.55, 0.54, -5.16], [5.10, -1.09, -4.08], [6.53, 0.03, -2.05], [-0.22, -3.32, -4.79], [-0.46, 1.88, 6.76], [-0.94, 1.05, 6.20], [-1.50, 2.09, -0.83], [2.42, 6.50, -0.89], [-0.29, -2.16, -3.77], [-3.02, -1.10, 1.09], [0.08, -4.57, -3.95], [-5.12, 0.33, 2.99], [-0.47, 5.94, 0.32], [-0.33, 5.05, -0.22], [-2.93, -6.58, -1.99], [3.15, 2.87, 1.74], [-2.06, 3.85, 1.14], [-4.38, -1.93, 1.73], [1.76, -1.29, 5.50], [-4.36, 3.06, 1.79], [3.10, 5.21, 0.08], [3.03, 2.92, -3.42], [-3.77, 3.16, -0.41], [4.61, 3.79, 2.83], [-4.66, 0.55, 0.00], [0.07, -1.18, 1.03], [-3.22, -4.00, -1.36], [-1.31, 0.92, -2.18], [-2.46, 5.53, 0.93], [-2.71, -6.14, 0.19], [-3.77, -3.15, 3.63], [-1.48, 0.48, 7.02], [1.14, -1.30, 1.04], [-4.73, 6.04, -0.17], [2.50, 4.72, -1.93], [-1.19, -2.29, -3.16], [-4.71, 3.89, 1.24], [-2.98, -1.39, 3.08], [4.39, 1.89, -4.59], [-3.92, 5.38, -1.69], [-4.59, -7.36, -0.86], [-3.45, 1.29, 2.25], [-0.18, -0.07, -0.01], [-2.07, -2.99, 3.97], [-2.14, -5.30, 0.01], [-3.51, -6.29, -1.06], [2.94, -1.46, 3.85], [-1.52, 0.07, -0.30], [2.71, 3.13, 0.76], [4.25, 2.16, -3.65], [0.08, 0.01, 2.69], [0.33, 2.55, 4.40], [-4.77, -5.00, -2.28], [-1.62, 4.60, -0.71], [0.67, -2.17, -6.21], [2.65, 0.93, 1.46], [0.13, -2.00, 4.45], [3.42, -0.68, -1.04], [4.02, 5.88, -1.30], [2.65, -0.60, 4.46], [-5.14, -7.07, 0.00], [1.77, 4.15, 2.74], [-4.45, 0.22, 2.10], [-3.76, -2.70, -1.68], [1.09, 2.17, 2.61], [4.14, -0.77, -4.10], [2.81, -0.94, -1.93], [3.84, 3.16, -1.47], [0.27, 0.90, 0.32], [-4.93, -4.77, -0.49], [-3.84, -2.60, -2.83], [-5.58, 4.82, -1.02], [-5.21, -7.49, -1.78], [-2.28, -0.41, -3.77], [3.71, -1.59, -0.48], [0.02, 2.62, 3.38], [3.03, 5.58, -0.93], [5.56, -1.71, -2.80], [6.83, -3.05, -3.87], [-4.57, 5.17, -0.81], [-2.21, -1.02, -5.49], [-1.77, 1.40, 5.56], [2.12, 1.48, -2.23], [4.78, -2.38, -2.47], [-4.73, 4.75, 1.80], [-2.44, 4.56, 0.42], [-0.20, -2.95, -0.37], [7.24, -2.92, -2.15], [-3.76, -1.11, 1.92], [-5.32, 0.51, 0.86], [-3.88, 4.14, 0.05], [-5.94, 1.43, 0.82], [0.26, 5.09, -1.17], [2.13, 3.10, 2.77], [3.53, 3.77, -2.29], [-0.26, 3.70, 3.07], [-3.06, 1.35, 3.16], [1.73, -2.95, -5.32], [-2.66, 1.28, 1.60], [1.38, -3.01, 4.28], [4.55, 0.07, -1.44], [0.90, 2.56, -2.88]],
  "molar_mass_da": 802.24,
  "de_lowest_kj_mol": 212.3,
  "smiles": "COC[C@H](C)N.COC[C@H](C)N.COC[C@H](C)N.COC[C@H](C)N.COC[C@H](C)N.COC[C@H](C)N.COC[C@H](C)N.COC[C@H](C)N.COC[C@H](C)N",
  "homo_lumo_gap_ha": 0.3361,
  "lumo_energy_ev": 0.57,
  "fmax_ev_per_a": 4.03,
  "multiplicity": 1
}